DFT (ωB97M-V with the def2-TZVPD basis set) results for one molecule with the formula C17H23N3O3S in a non-equilibrium geometry.

Geometry as XYZ:
```
47
Properties=species:S:1:pos:R:3:forces:R:3:nbo_charge:R:1
C -7.48865 -1.78792 0.91260 -0.2243 -0.0051 0.0436 -0.254
O -6.10755 -1.73395 0.64562 0.3183 0.0309 -0.0651 -0.507
C -5.53943 -0.52808 0.38444 0.0749 0.1891 -0.0371 0.389
C -6.21864 0.68693 0.36055 -0.1795 -0.3216 0.0742 -0.322
C -5.53199 1.86014 0.08216 0.1568 0.0140 -0.0293 -0.184
C -4.17785 1.84856 -0.17404 0.0808 -0.0498 -0.0089 -0.199
C -3.49422 0.63087 -0.15162 -0.6331 -0.3269 0.1603 -0.098
C -2.07688 0.61130 -0.42182 0.7336 0.7262 -0.2029 0.446
N -1.31325 1.62796 -0.68066 -1.6657 0.1430 0.2899 -0.273
N -0.06603 1.16637 -0.87033 1.1534 -0.9720 -0.1782 -0.352
C -0.12271 -0.12613 -0.71868 0.2213 0.7887 -0.1177 0.290
S 1.16850 -1.26169 -0.81618 0.2917 -0.3845 -0.0615 0.315
C 2.46904 -0.12586 -1.43768 -0.2586 -0.2050 -0.0754 -0.608
C 3.81490 -0.60996 -0.91918 -0.2964 0.2121 -0.0138 0.669
O 4.37265 -1.50524 -1.52895 -0.0613 -0.3639 -0.3700 -0.633
N 4.33421 -0.06420 0.20385 0.2826 -0.1149 0.0923 -0.442
C 5.57768 -0.67197 0.69230 0.3170 -0.2489 0.0513 -0.052
C 6.75051 0.30540 0.65967 -0.2195 -0.1745 -0.1018 -0.618
C 5.38626 -1.29070 2.07603 -0.0245 0.0553 -0.2804 -0.617
C 3.83080 1.08105 0.95947 -0.3007 0.2988 0.0118 -0.035
C 2.43758 0.86900 1.56073 0.2313 0.0087 0.0771 -0.634
C 3.92641 2.39775 0.18260 0.1240 -0.1697 0.1980 -0.615
O -1.36567 -0.55313 -0.43082 -0.0625 -0.0399 0.0042 -0.411
C -4.16980 -0.54940 0.12558 -0.0586 0.0891 0.0016 -0.260
H -7.71232 -2.83877 1.08860 -0.0344 0.0914 -0.0053 0.203
H -7.74880 -1.20906 1.80451 0.0094 -0.0096 -0.0438 0.177
H -8.07700 -1.43117 0.06128 0.0247 0.0016 0.0379 0.177
H -7.27822 0.73306 0.55581 -0.0900 -0.0363 0.0221 0.221
H -6.07378 2.79383 0.06717 -0.0349 0.0774 -0.0028 0.218
H -3.63218 2.75134 -0.39203 0.0270 0.1223 -0.0224 0.236
H 2.17273 0.87413 -1.15152 0.0747 0.0272 0.0043 0.265
H 2.47816 -0.22939 -2.52307 0.0765 0.1242 0.1325 0.255
H 5.78983 -1.47902 -0.01572 -0.0337 0.2184 0.2082 0.253
H 7.66608 -0.22830 0.90032 0.1216 -0.0160 0.0552 0.218
H 6.85510 0.73146 -0.33507 0.0560 0.0674 -0.0900 0.217
H 6.63116 1.11330 1.37823 0.0127 0.1200 0.0910 0.197
H 5.23629 -0.53638 2.84532 -0.0165 0.0782 0.1286 0.197
H 6.26953 -1.86786 2.33595 0.0986 -0.0499 0.0846 0.217
H 4.52888 -1.95922 2.07048 -0.0786 -0.0879 0.0424 0.217
H 4.52151 1.16892 1.80147 -0.0604 -0.0430 -0.1256 0.208
H 1.64538 1.16713 0.88151 -0.0776 0.0107 -0.0622 0.221
H 2.33999 1.47372 2.45953 -0.0445 0.0957 0.0794 0.216
H 2.29816 -0.17369 1.83487 -0.0333 -0.0569 0.0700 0.221
H 3.17866 2.47851 -0.60020 -0.1029 0.0126 -0.0702 0.208
H 4.90949 2.49814 -0.27013 0.1031 0.0511 -0.0284 0.215
H 3.77637 3.22563 0.87151 -0.0419 0.1361 0.0280 0.216
H -3.65060 -1.49429 0.14481 0.0435 -0.1143 0.0044 0.234
```
Positions in Å, forces in eV/Å.

Summary:
SMILES: COc1cccc(-c2nnc(SCC(=O)N(C(C)C)C(C)C)o2)c1
E in eV: -39449.834
Energy relative to the best compared isomer or geometry (same formula, charge and spin) in kcal per mole: 62.46
Max |F| in eV Å⁻¹: 1.7